{
  "formula": "C4H13N3",
  "method": "ωB97M-V/def2-TZVPD",
  "symbols": ["N", "H", "N", "H", "H", "H", "H", "H", "H", "H", "H", "C", "C", "H", "H", "C", "H", "N", "H", "C"],
  "positions_angstrom": [[0.593187, -0.549581, -0.234914], [-2.713776, 2.443228, -1.235743], [-1.794678, 2.313206, -0.751238], [0.037286, -1.351129, -0.492763], [1.707512, -2.231682, -0.994825], [2.458121, -0.286432, 0.642080], [1.216462, -1.659211, 1.494700], [-1.869164, 0.184391, -1.131737], [3.060578, -2.478255, -0.390659], [-0.602126, 0.942892, -1.956951], [-2.003795, 0.836333, 1.490217], [1.710479, -1.102391, 0.635260], [-1.202054, 0.131393, 1.372820], [-0.711437, 0.188835, 2.309994], [-1.187554, 3.047740, -1.082057], [-1.136100, 0.990616, -1.016484], [0.301372, 1.485261, 0.553332], [2.199566, -2.202031, -0.137765], [-1.290064, -1.036326, 1.405372], [-0.270649, 0.477582, 0.217814]],
  "forces_ev_per_angstrom": [[1.6, -0.6, 0.2], [1.3, -0.5, 0.5], [-0.6, -1.0, -0.5], [-0.3, -0.2, -0.1], [-0.7, 0.0, -0.9], [-0.5, -0.4, 1.4], [1.2, 1.9, 0.2], [-0.5, 0.4, 0.0], [4.2, -0.2, 0.1], [0.7, 0.3, 0.0], [-1.0, -0.4, -0.4], [-1.6, -0.1, -1.2], [1.2, -2.5, 0.1], [1.1, 0.6, 1.0], [0.1, 0.1, 0.0], [-0.6, -0.5, 1.0], [-0.6, -2.4, -0.8], [-3.4, -0.8, -0.2], [-1.2, 2.0, -0.6], [-0.1, 4.2, 0.1]],
  "lumo_ev": 1.1838,
  "total_charge": 0,
  "homo_energy_ev": -8.8,
  "smiles": "C[C@H](CN)NCN"
}

***

{
  "formula": "C8H2N5O4S",
  "method": "ωB97M-V/def2-TZVPD",
  "symbols": ["O", "C", "C", "N", "N", "H", "O", "N", "S", "C", "C", "C", "N", "N", "H", "C", "C", "O", "C", "O"],
  "positions_angstrom": [[1.151787, 3.758576, 0.360034], [0.897270, -0.525725, 0.541266], [1.113956, 0.864747, 0.553587], [-3.911663, -1.259166, 0.623416], [2.431253, 1.173935, 0.355254], [-0.466761, -2.190002, 0.449428], [3.055043, -0.034799, 0.202023], [0.058044, 3.182375, 0.519158], [0.394040, -3.691199, -3.635480], [-2.833383, -0.806998, 0.574508], [0.093739, -2.584658, -2.516535], [-0.035392, 1.743055, 0.584895], [2.121480, -1.112781, 0.248678], [-0.141378, -1.680261, -1.766557], [-2.192500, 1.804646, 0.651918], [-1.508160, -0.247864, 0.539373], [-1.315977, 1.154092, 0.593992], [2.494931, -2.257997, 0.099186], [-0.382370, -1.105184, 0.404663], [-1.023951, 3.815207, 0.617185]],
  "forces_ev_per_angstrom": [[-1.7, -1.6, 0.4], [1.2, -0.3, -1.0], [2.0, 1.5, -0.8], [2.1, 0.9, -0.1], [-2.4, -0.7, 0.4], [-0.1, 0.4, 0.0], [-0.5, -1.1, 0.1], [-0.4, 2.0, 0.0], [0.2, -0.9, -0.6], [-1.8, -0.7, 0.0], [-0.7, 2.6, 1.9], [-0.9, -0.9, 0.0], [-0.9, 0.8, 0.7], [0.4, -1.6, -1.5], [0.4, -0.2, -0.1], [1.3, -0.5, 0.0], [1.0, 0.5, 0.1], [-0.3, 1.2, 0.1], [-0.9, -0.5, 0.6], [1.7, -0.9, -0.1]],
  "lumo_ev": 0.8819,
  "total_charge": -1,
  "homo_energy_ev": -4.8
}

***

{
  "formula": "C29H86N16O11",
  "method": "ωB97M-V/def2-TZVPD",
  "symbols": ["H", "H", "H", "C", "H", "C", "H", "H", "H", "N", "C", "H", "H", "H", "H", "H", "C", "H", "H", "H", "N", "C", "H", "H", "H", "H", "O", "C", "N", "O", "N", "C", "H", "H", "N", "C", "H", "H", "N", "C", "H", "H", "H", "H", "H", "H", "H", "H", "H", "H", "C", "C", "H", "H", "N", "H", "C", "C", "H", "C", "H", "C", "C", "H", "N", "O", "H", "H", "H", "O", "H", "H", "H", "N", "H", "H", "O", "H", "N", "C", "H", "H", "H", "H", "H", "H", "N", "O", "H", "H", "H", "N", "C", "H", "H", "C", "N", "H", "H", "C", "O", "C", "H", "H", "H", "H", "H", "H", "C", "H", "C", "H", "H", "H", "H", "H", "H", "O", "H", "H", "C", "N", "H", "H", "C", "H", "N", "O", "C", "H", "H", "O", "H", "C", "H", "H", "O", "H", "C", "H", "N", "C"],
  "positions_angstrom": [[1.505968, 3.936331, -10.546714], [3.970696, 8.723636, -1.456489], [2.034653, 4.305215, -9.123456], [6.983480, 6.878618, -10.667787], [2.170381, 7.207142, -7.020108], [3.010709, 6.583329, -6.724472], [8.763797, 7.919292, -6.765225], [7.506057, 11.142680, -2.394888], [2.076707, 7.182441, -11.673574], [8.541744, 4.764505, -15.547807], [6.752068, 11.128693, -3.178742], [6.822969, 12.076519, -3.732575], [9.675049, 6.306108, -8.859459], [10.083595, 6.211492, -16.847182], [1.601561, 5.006693, -4.950093], [7.909231, 1.418231, -9.724895], [10.114680, 8.509374, -17.805600], [6.655702, 7.913736, -5.313051], [6.573707, 10.277068, -14.685200], [5.952601, 8.443688, -9.928726], [2.046456, 9.655634, -9.291514], [3.931694, 5.209410, -11.671681], [9.937897, 4.664351, -9.305623], [9.252021, 11.826740, -10.809184], [13.318865, 9.438434, -8.653387], [13.039023, 8.749896, -10.974031], [10.679335, 9.236222, -12.215351], [6.999420, 8.725489, -5.958960], [6.426255, 8.117231, -10.757363], [8.979704, 7.982577, -17.141097], [13.051844, 7.738560, -10.904193], [8.947133, 10.019700, -9.011594], [4.407725, 11.727357, -9.399027], [8.605864, 8.988636, -8.847350], [4.167513, 11.225898, -12.820455], [9.326120, 6.833367, -16.371743], [10.731958, 11.615358, -11.208454], [7.577133, 5.721127, -17.039896], [8.471921, 1.756281, -8.969574], [10.459050, 8.379259, -13.290575], [10.301964, 4.505952, -12.885901], [9.084312, 8.696052, -5.258502], [2.832796, 8.460607, -4.761827], [5.004751, 9.521232, -14.369693], [14.451260, 8.347532, -7.864411], [8.849658, 9.681012, -6.686764], [4.461163, 6.137862, -11.907290], [6.999555, 8.649373, -7.966444], [8.025202, 10.556033, -9.270706], [6.775181, 10.957367, -5.655443], [1.747990, 6.395764, -10.961475], [-0.100257, 7.556738, -10.126766], [7.612377, 6.926019, -14.209442], [3.967845, 6.976844, -7.085108], [6.620903, 3.111711, -8.721278], [7.863528, 4.191388, -15.060760], [10.385870, 5.481450, -8.728938], [6.523460, 9.985609, -5.221928], [9.698564, 8.718954, -14.003890], [9.984859, 10.066486, -10.145753], [5.956884, 6.575191, -8.926077], [3.128402, 6.384360, -5.226402], [5.479578, 11.171165, -13.237856], [6.259721, 8.546729, -11.648349], [3.524354, 11.328261, -9.663495], [6.340231, 11.919125, -12.811006], [6.210289, 2.435179, -9.341036], [3.483435, 4.864665, -12.611335], [7.033025, 3.998022, -11.970150], [4.289494, 9.222164, -9.111232], [4.674418, 4.454287, -11.427600], [3.529660, 10.938900, -13.543923], [10.317543, 7.960579, -18.730727], [10.128415, 11.518316, -10.384971], [12.383962, 6.866457, -7.643129], [3.395485, 5.925785, -9.748220], [9.454463, 2.091847, -12.745447], [10.403424, 5.078293, -7.713203], [9.355355, 4.396099, -12.576433], [14.031021, 8.626517, -8.831995], [14.111753, 6.618466, -9.511618], [4.652772, 9.335561, -2.969983], [9.382574, 1.446228, -8.697998], [-0.610836, 7.817916, -9.199549], [6.023343, 3.745826, -8.230511], [14.817871, 9.022323, -9.473483], [7.482605, 3.168677, -12.322188], [1.137933, 6.918043, -9.820910], [9.888446, 9.539490, -18.082327], [1.031445, 5.931533, -11.663682], [9.264123, 10.492848, -8.085001], [6.297223, 8.523876, -7.246904], [12.149844, 6.980457, -8.716466], [7.027173, 2.285581, -12.196166], [10.250574, 7.323238, -13.055015], [7.098802, 6.742607, -15.156767], [1.772918, 5.981817, -4.715314], [9.680459, 7.198840, -15.396689], [11.418942, 8.264508, -13.804911], [7.875828, 2.764034, -8.266426], [8.377748, 3.314681, -7.301107], [13.367410, 7.419461, -9.487572], [10.996738, 8.501572, -17.159718], [7.379223, 5.578077, -9.158521], [4.500252, 7.933675, -5.049852], [6.869344, 7.741296, -15.557225], [8.749452, 5.147157, -12.259072], [9.249291, 8.262754, -11.150423], [3.366799, 9.982587, -9.370377], [6.147703, 6.222864, -15.064354], [3.561970, 7.659530, -4.549070], [12.095976, 7.422356, -11.037807], [11.388638, 7.777323, -8.672808], [2.752571, 11.929258, -9.874840], [-0.739289, 6.821959, -10.620846], [5.715024, 11.166067, -2.825220], [8.696929, 9.754281, -11.907892], [7.093176, 9.973802, -3.905683], [2.855915, 5.629775, -7.238164], [3.930754, 12.027632, -12.265928], [2.890098, 5.472162, -10.610609], [2.372525, 4.189641, -10.075342], [1.680763, 8.724262, -9.129103], [1.385713, 10.391857, -9.453338], [8.485174, 8.796226, -6.163500], [1.961843, 5.919897, -3.710739], [6.850225, 6.410649, -9.364146], [3.599340, 7.563454, -3.152163], [8.842473, 3.130647, -12.559808], [9.239128, 4.975835, -14.845895], [2.979944, 9.501583, -2.665716], [11.654844, 5.778986, -9.249437], [5.446418, 9.844098, -5.050888], [8.054183, 6.049827, -16.115534], [3.813300, 5.591455, -4.902068], [10.881638, 9.599373, -9.739876], [7.621211, 6.262348, -11.515718], [5.527538, 9.161065, -7.393387], [9.515971, 9.307060, -11.354857], [0.102801, 8.468055, -10.693806], [5.667191, 10.266164, -14.256739], [3.810090, 8.787866, -2.529246]],
  "forces_ev_per_angstrom": [[0.3, -0.1, -0.4], [0.1, -0.6, 0.0], [0.3, 0.2, 0.1], [-0.1, 0.0, 1.6], [0.1, 0.3, 0.3], [1.1, -0.5, -0.2], [0.2, 0.2, -0.1], [-0.5, 0.3, 0.5], [0.4, 0.4, 0.7], [0.6, 0.2, -0.1], [0.4, 0.3, 0.1], [0.5, -0.2, -0.4], [0.2, 0.3, 0.4], [0.0, 0.0, -0.2], [0.0, 0.1, -0.3], [0.8, -0.6, -0.4], [-0.3, 0.3, -0.1], [0.7, -0.2, 0.2], [0.0, -0.4, -0.1], [-0.3, 0.4, -0.3], [-0.2, -0.1, -0.2], [-0.2, 0.6, -1.2], [0.4, 0.0, -0.2], [-0.2, 0.0, 0.5], [-0.1, 0.0, -0.1], [-0.3, 0.0, -0.3], [-0.9, 0.0, 0.2], [-0.8, 1.2, 0.2], [0.3, -0.7, -0.5], [0.6, -0.2, -0.1], [-0.2, -0.1, 0.8], [-0.8, -0.6, -0.6], [0.0, 0.1, -0.2], [0.4, 0.2, 0.2], [0.1, -0.6, -0.2], [-1.1, 0.8, 0.1], [0.3, 0.1, 0.4], [-0.1, 0.7, -0.2], [-1.2, 0.9, 0.2], [1.0, -0.7, -0.9], [0.1, 0.1, 0.3], [-0.4, 0.1, 0.3], [0.0, -0.1, -0.4], [0.3, -0.2, -0.3], [0.1, 0.1, 0.0], [-0.6, -0.2, 0.4], [0.0, 0.0, 0.0], [-0.5, 0.1, -0.2], [0.1, 0.1, -0.4], [-0.1, -0.2, -0.6], [0.5, 0.7, -2.3], [0.2, -0.6, 0.4], [-0.3, -0.4, 0.2], [-0.2, 0.2, -0.3], [0.4, -0.8, -1.0], [-0.4, 0.3, -0.2], [-0.8, -1.0, -0.5], [-0.4, -0.8, 1.2], [0.0, 0.2, 0.2], [-1.9, 1.1, 1.4], [0.3, 0.0, 0.5], [-1.7, -0.7, 0.6], [0.0, 0.7, -0.5], [0.0, 0.1, -0.1], [0.9, -0.7, 0.1], [0.1, -0.4, 0.1], [-0.6, 0.4, 0.0], [-0.1, 0.0, 0.1], [0.1, 0.1, 0.0], [-0.2, 0.3, -0.4], [-0.1, 0.0, 0.5], [-0.4, 0.3, 0.3], [0.1, -0.1, 0.1], [0.9, -0.3, -1.4], [0.3, -0.3, -0.1], [0.1, 0.2, -0.2], [-0.1, 0.3, -0.1], [0.1, 0.5, 0.2], [0.1, -0.7, 0.0], [-0.2, -0.1, 0.2], [-0.2, -0.2, 0.2], [0.3, -0.4, 0.1], [0.1, -0.2, -0.2], [0.3, 0.0, 0.1], [0.1, -0.1, 0.4], [0.1, -0.1, 0.0], [-0.3, -0.4, 0.0], [-0.5, 0.0, 0.5], [0.0, 0.0, 0.1], [-0.2, -0.7, 0.7], [0.5, -0.1, -0.4], [0.7, 0.1, 0.6], [0.3, 0.1, 1.0], [0.0, -0.1, 0.0], [-0.5, 0.2, 0.7], [0.2, 1.3, -0.8], [0.9, 0.1, 0.8], [0.3, -0.3, -0.1], [-0.1, 0.5, -0.2], [0.1, 0.3, 1.1], [0.2, 0.1, -0.1], [0.6, 0.5, -0.6], [0.0, 0.0, 0.0], [-0.4, -0.2, 0.1], [0.2, 0.1, 0.6], [-0.1, -0.1, 0.0], [0.6, 0.1, -0.2], [-0.2, 0.1, 0.4], [-0.9, 0.7, 0.6], [0.1, -0.2, 0.3], [-0.8, 0.9, -0.7], [0.1, 0.1, -0.5], [-0.1, -0.1, -0.6], [0.0, 0.1, 0.2], [-0.1, 0.4, -0.4], [0.1, -0.5, 0.3], [-0.3, 0.4, 0.1], [-0.2, 0.2, -0.7], [0.0, -0.1, 0.1], [0.0, 0.0, 0.0], [-0.1, -0.9, 1.7], [-0.5, -0.2, 0.2], [0.7, 0.0, -0.1], [-0.2, -0.1, 0.1], [1.0, -1.3, 0.0], [-0.6, 0.2, 0.0], [0.3, -0.1, -1.1], [0.4, -1.0, 0.3], [-0.1, 0.4, 0.2], [0.0, -0.1, 0.1], [-0.3, -0.4, -0.1], [-0.3, 0.4, -0.1], [-0.2, 0.6, -0.5], [0.2, -2.1, 0.8], [0.4, 0.1, -0.6], [0.3, 0.3, -0.4], [-0.4, 0.7, -0.3], [0.0, 0.1, -0.1], [1.6, -1.0, -0.6], [-0.3, -0.1, -0.4], [0.1, 0.4, 0.7], [0.1, 1.6, -0.3]],
  "lumo_ev": -0.2399,
  "total_charge": 0,
  "homo_energy_ev": -8.7,
  "smiles": "COC[C@H](C)N.COC[C@H](C)N.COC[C@H](C)N.COC[C@H](C)N.COC[C@H](C)N.COC[C@H](C)N.NC(N)=O.NC(N)=O.NC(N)=O.NC(N)=O.NC(N)=O"
}

***

{
  "formula": "C11H23AlBrNO2P2",
  "method": "ωB97M-V/def2-TZVPD",
  "symbols": ["H", "C", "H", "H", "H", "H", "N", "H", "H", "O", "C", "H", "C", "C", "H", "Al", "P", "C", "P", "H", "H", "H", "C", "H", "H", "C", "C", "H", "H", "O", "H", "C", "C", "H", "Br", "H", "H", "H", "C", "H", "H"],
  "positions_angstrom": [[-2.994692, 0.955149, -1.345449], [-3.069473, 1.858960, 1.895642], [3.471130, 0.515362, 3.015696], [-3.642454, -1.184857, 2.225376], [-2.134685, -1.230352, -2.319379], [-0.298838, -1.702833, 0.877921], [0.244368, 1.001486, -0.311864], [3.522091, 0.854068, -0.646198], [3.873068, -1.686257, -0.407864], [-1.930263, -2.181592, -2.432893], [1.607205, 2.134055, -1.927490], [2.607628, 2.413217, -2.241708], [-0.872099, 1.236184, -1.113376], [0.506826, 2.429593, -2.736444], [-3.137955, 1.616911, 2.963263], [-0.034827, -0.177681, 1.286679], [-2.393212, 0.420061, 1.033753], [1.449636, 1.420834, -0.747571], [2.430572, -0.428751, 1.058739], [-2.410160, 2.729130, 1.779558], [-2.422285, -2.439889, -3.235120], [2.710494, -2.738209, 0.478819], [3.662117, -0.351205, 2.372023], [2.989027, 1.913019, 0.706136], [-1.627099, 2.129299, -2.925935], [2.833740, -1.791916, -0.065325], [-0.728906, 1.961566, -2.324236], [0.629299, 2.958017, -3.681677], [0.329205, -3.318470, -0.228456], [-0.530109, -3.710602, -0.461199], [-4.415109, -0.786997, 0.634448], [2.693883, 1.077294, 0.044686], [-2.143372, 0.761437, -0.679645], [3.566472, -1.257351, 2.980474], [0.179904, 0.725927, 3.406823], [-2.971449, -1.876421, 0.704455], [4.666431, -0.291418, 1.925004], [-4.059921, 2.095521, 1.484687], [-3.474552, -1.009914, 1.153962], [2.154527, -1.811379, -0.929459], [-0.836168, -3.231003, -1.266867]],
  "forces_ev_per_angstrom": [[0.3, -0.3, 0.2], [0.2, 0.2, 0.1], [0.0, -0.2, -0.2], [-0.2, -0.1, -0.3], [0.2, -0.9, -0.2], [-0.2, -0.4, -0.2], [-0.2, 0.0, -0.6], [-0.2, 0.3, 0.2], [-0.3, -0.2, 0.1], [-0.5, 0.9, -0.3], [-0.2, 0.3, -0.7], [-0.1, 0.0, 0.1], [0.2, 0.2, 0.0], [0.2, -0.3, 0.4], [0.0, 0.0, -0.2], [0.7, 1.0, 0.9], [0.0, -0.9, 0.0], [0.0, -0.2, 0.4], [0.3, -0.1, -0.5], [-0.1, -0.3, 0.0], [0.3, 0.0, 0.4], [0.2, 0.2, -0.1], [-0.2, -0.2, 0.3], [-0.1, -0.3, -0.3], [0.4, 0.0, 0.2], [0.0, -0.2, 0.1], [-0.6, -0.3, 0.0], [-0.1, -0.1, 0.3], [-0.4, -0.5, -0.3], [0.2, 0.9, -0.1], [0.1, -0.2, 0.2], [-0.3, 0.0, 0.2], [0.2, 1.3, -0.7], [0.2, 0.1, -0.1], [0.0, 0.0, -0.2], [-0.2, 0.2, 0.1], [-0.3, 0.0, 0.1], [0.2, -0.1, 0.1], [-0.1, 0.1, 0.2], [0.2, 0.1, 0.2], [0.1, -0.4, 0.5]],
  "lumo_ev": [-9.1835, -10.8182],
  "total_charge": 2,
  "homo_energy_ev": [-16.1, -15.5]
}

***

Which relative energy (zero: lowest compared OMol25 entry of this formula, charge and spin) belongs to each record? In order, 55.8; 0.0; 52.1; 82.6 kcal per mole.